1.
113
Properties=species:S:1:pos:R:3:forces:R:3 method="wB97M-V/def2-TZVPD" homo_ev=-4.37 charge=-1
C 2.77790 -4.02115 0.44045 -0.859 -0.563 1.018
C 3.33865 -3.67575 -0.68111 1.379 0.771 -1.103
C 3.36702 -4.67169 -1.79233 1.069 1.571 0.123
O 2.61140 -5.56813 -1.80061 -1.995 -2.453 -0.149
O 4.26098 -4.50647 -2.79913 0.206 1.300 0.046
C 3.65721 -4.51742 -4.10041 -0.621 -0.688 -0.984
C 2.55905 -3.46666 -4.29659 0.642 0.897 0.366
C 3.00390 -2.02735 -3.90255 -0.384 -0.483 0.087
C 1.76988 -1.12517 -3.57640 0.733 -0.520 0.489
C 1.93136 -0.41767 -2.20124 -0.024 0.316 -0.779
C 2.52657 1.01261 -2.32416 0.452 -0.919 -0.240
P 2.04675 2.15011 -0.82382 0.072 -1.119 0.434
C 1.49895 3.00917 0.86329 -1.266 0.044 0.448
C 1.24346 4.47783 0.91395 -0.430 -0.416 0.452
N 1.95123 5.39523 1.42843 0.719 0.130 0.351
C 0.16775 2.14198 -1.28949 -0.396 -0.424 -0.466
C -0.39249 1.81769 -2.69269 -1.444 0.060 -0.410
C -1.30919 0.56052 -2.79832 0.037 1.147 -0.277
C -2.51244 0.59401 -1.84195 -0.323 -1.518 -0.691
C -3.30459 -0.73380 -2.04607 0.908 0.061 -0.613
C -2.56577 -1.93871 -1.44271 -0.321 -0.418 0.976
C -2.85276 -2.13710 0.07747 -0.365 0.257 -1.038
C -4.07639 -3.03388 0.29396 0.568 0.985 0.598
O -5.28785 -2.32325 -0.08388 0.576 -0.242 -0.789
C -6.06173 -3.11621 -0.89602 1.141 1.075 -0.706
C -5.83334 -3.13689 -2.39058 0.502 0.038 -0.073
O -6.89384 -3.78349 -0.41432 -2.140 -1.602 1.129
C 2.45285 3.78739 -1.78309 0.369 1.508 -0.189
C 1.43511 4.44890 -2.67395 1.399 -0.348 2.243
O 1.35860 4.17475 -3.79047 -0.685 -0.815 -3.750
Br 0.20788 5.91344 -2.15682 -0.026 0.290 0.649
C 3.91931 2.10178 -0.30941 0.839 0.396 1.637
C 4.34172 0.72679 0.30744 -0.464 0.212 -0.546
C 4.45302 3.15565 0.71076 1.868 -0.263 -0.241
C 6.02282 2.98411 0.81718 -0.606 0.416 0.433
H 2.34444 -5.01574 0.48451 -0.041 0.120 0.386
H 2.70040 -3.32846 1.26699 -0.033 -0.119 0.080
H 3.77407 -2.68691 -0.77466 0.161 -0.179 -0.324
H 3.20170 -5.50190 -4.26795 0.203 0.053 0.039
H 4.45274 -4.39899 -4.83866 0.156 0.095 0.345
H 2.23570 -3.41089 -5.34163 -0.011 -0.528 0.091
H 1.70211 -3.75986 -3.67982 0.013 0.090 -0.134
H 3.66251 -2.14945 -3.03573 -0.150 0.368 -0.032
H 3.62102 -1.58445 -4.69206 -0.061 -0.139 0.023
H 0.91413 -1.81204 -3.54778 -0.133 0.363 -0.145
H 1.65976 -0.39820 -4.38522 -0.365 -0.057 0.141
H 2.64329 -1.04665 -1.65861 -0.187 0.238 0.270
H 1.01660 -0.43234 -1.59825 -0.047 0.105 -0.258
H 2.35057 1.46288 -3.31063 -0.400 -0.132 0.176
H 3.60325 0.77760 -2.35078 -0.013 0.657 0.181
H 1.82292 0.90220 -0.09765 0.064 -0.014 0.244
H 0.50297 2.56932 1.04541 0.129 -0.028 -0.370
H 2.02620 2.59732 1.73405 0.611 0.476 -0.333
H 0.27762 4.82457 0.54109 0.206 -0.220 -0.328
H 2.79470 4.94094 1.79512 0.035 0.291 0.033
H -0.27756 1.37800 -0.63340 0.382 0.140 0.112
H -0.31199 3.06902 -0.94684 0.334 0.024 -0.143
H -1.11355 2.61620 -2.95192 0.348 0.073 0.050
H 0.25274 1.79565 -3.57427 0.515 0.029 0.516
H -0.75356 -0.37928 -2.78878 -0.054 0.094 0.332
H -1.74084 0.63774 -3.80987 0.074 -0.258 0.100
H -3.19294 1.38969 -2.16009 0.308 0.301 0.429
H -2.21750 0.67270 -0.79209 -0.115 0.339 -0.101
H -3.31865 -0.90714 -3.13433 -0.207 0.132 0.121
H -4.34712 -0.65937 -1.72970 0.202 -0.085 0.287
H -1.48124 -1.85934 -1.56051 -0.160 0.228 -0.214
H -2.85053 -2.87446 -1.94501 0.071 0.171 -0.076
H -3.05328 -1.13833 0.48433 -0.014 -0.249 0.284
H -1.97402 -2.53877 0.59142 -0.205 -0.125 0.004
H -3.99509 -3.94906 -0.30175 0.060 -0.030 0.256
H -4.15874 -3.24809 1.36566 -0.162 -0.345 -0.224
H -4.90003 -3.66352 -2.62398 -0.019 0.157 0.174
H -5.74401 -2.14330 -2.83316 -0.114 -0.074 0.128
H -6.63560 -3.72391 -2.83297 -0.054 0.238 -0.015
H 3.23106 3.48034 -2.49192 -0.330 -0.131 -0.109
H 2.97469 4.56710 -1.21388 -0.551 -0.234 0.520
H 4.60868 2.27750 -1.14796 -0.607 -0.082 -0.334
H 3.62940 -0.07564 0.08354 -0.013 0.177 -0.051
H 5.31337 0.40781 -0.08709 0.004 0.028 0.308
H 4.37973 0.82539 1.39761 0.116 -0.227 -0.097
H 4.33036 4.20841 0.43784 -0.565 -0.243 -0.172
H 4.12888 3.01646 1.74736 -0.505 0.031 -0.292
H 6.47432 3.94501 1.09646 0.068 -0.179 -0.087
H 6.26177 2.27821 1.61842 0.140 -0.053 -0.242
H 6.46954 2.63543 -0.11788 -0.033 0.077 0.071
C -3.14078 5.60501 5.09642 -0.221 -0.200 -0.150
C -2.20152 6.15888 4.04518 0.063 0.280 0.568
O -2.15152 5.29842 2.89840 -0.042 -0.124 -0.389
C -3.12445 5.44739 2.00485 0.118 0.462 0.686
O -4.03100 6.22821 2.07871 0.017 -0.257 -0.277
C -2.88931 4.49511 0.82605 0.190 -0.810 -0.879
F -2.53857 3.26431 1.23848 -0.102 0.344 0.124
F -1.90402 4.95512 0.04157 -0.436 0.087 0.317
F -3.98573 4.35886 0.06806 0.123 0.259 0.347
H -2.86158 4.58313 5.35701 0.098 0.057 0.052
H -3.11261 6.22007 5.99619 0.042 0.010 -0.024
H -4.16710 5.57592 4.72881 0.013 0.104 0.005
H -1.18653 6.20106 4.43644 0.064 -0.171 -0.228
H -2.47882 7.17137 3.75233 -0.111 -0.102 -0.174
C -4.06124 -5.30446 5.33635 0.048 0.294 -0.136
C -2.69752 -5.78220 5.78943 -0.535 -0.325 0.190
O -1.65227 -5.11641 5.06124 0.371 0.193 -0.055
C -1.30165 -3.91136 5.50782 -0.539 -0.512 0.363
O -1.77946 -3.34935 6.45003 0.282 0.160 -0.212
C -0.15157 -3.35606 4.65712 0.878 0.623 -0.709
F -0.36099 -3.55290 3.34478 -0.135 -0.079 0.339
F 1.01615 -3.95285 4.97059 -0.413 -0.111 0.113
F 0.01849 -2.04552 4.84420 -0.310 -0.336 0.164
H -4.16857 -5.42300 4.25731 -0.010 -0.119 0.031
H -4.84898 -5.86978 5.83418 0.039 -0.024 0.003
H -4.20013 -4.24657 5.56034 -0.001 -0.041 0.098
H -2.58551 -6.84444 5.57779 0.215 0.083 -0.163
H -2.56115 -5.64851 6.86250 0.106 0.204 -0.059



2.
67
Properties=species:S:1:pos:R:3:forces:R:3 method="wB97M-V/def2-TZVPD" e_above_lowest_ev=0.0000 homo_ev=-6.68 charge=0
Pd 0.16596 -0.25855 0.57009 0.705 1.258 1.796
C -2.09037 -0.32428 -1.45171 -0.226 -0.035 -0.106
C -3.07989 -0.94862 -0.48480 0.106 0.009 0.149
C -2.97973 -0.34291 0.90847 0.077 -0.104 0.113
N -1.65160 -0.48762 1.52188 -0.293 0.354 -0.393
C -1.53942 -0.02961 2.77046 -0.137 -0.370 -0.028
C -2.51810 0.73427 3.42141 -0.034 0.014 0.157
C -2.71357 0.98567 4.78120 -0.043 -0.011 -0.157
C -2.10475 0.41933 5.87764 0.084 -0.070 -0.002
C -1.00965 -0.45191 5.83122 -0.018 0.104 0.069
C -0.18490 -0.75546 4.77992 0.037 0.015 -0.107
C -0.24135 -0.32311 3.41652 -0.114 -0.063 0.158
N 0.77250 -0.31190 2.60764 0.079 -0.502 -0.143
C 2.11690 -0.56594 3.07923 -0.059 -0.088 0.060
C 3.14043 0.18194 2.24465 0.048 0.027 -0.056
C 3.12944 -0.25626 0.78232 0.000 -0.124 -0.157
N 2.00908 0.29427 0.04259 0.029 0.439 -0.178
C 2.13012 1.45077 -0.57616 0.258 -0.074 -0.082
C 3.30983 2.24075 -0.55996 -0.095 0.023 -0.037
C 3.74726 3.16465 -1.49086 0.033 -0.023 -0.002
C 3.17838 3.55874 -2.69519 0.011 -0.008 0.051
C 1.89273 3.25140 -3.12143 -0.087 0.000 0.010
C 0.86719 2.60616 -2.45511 0.067 0.069 0.042
C 0.87696 1.96922 -1.18624 0.165 -0.044 0.087
N -0.16631 1.68272 -0.45678 -0.580 -0.418 -0.475
C -1.49792 2.11723 -0.83983 0.060 0.008 0.064
C -2.24899 1.15952 -1.78738 -0.009 -0.013 0.101
H -2.04606 -0.90561 -2.37431 0.029 -0.056 0.048
H -1.13816 -0.43547 -0.93531 0.131 -0.248 -0.813
H -2.85990 -2.01807 -0.40618 -0.039 -0.006 -0.060
H -4.10725 -0.85158 -0.84828 -0.024 0.028 0.075
H -3.70198 -0.84080 1.56474 -0.033 0.073 0.041
H -3.28445 0.70855 0.85876 0.006 0.033 -0.058
H -3.23293 1.20745 2.76179 -0.056 -0.015 0.063
H -3.52138 1.67725 4.99887 -0.036 -0.036 -0.021
H -2.52063 0.64430 6.85120 0.023 0.004 0.007
H -0.73727 -0.91867 6.77268 0.019 0.039 0.015
H 0.64439 -1.41449 5.00678 -0.013 -0.013 -0.013
H 2.33413 -1.64084 3.01242 -0.025 -0.011 0.054
H 2.22084 -0.27668 4.12794 -0.022 0.052 -0.002
H 4.12844 -0.00301 2.67489 0.012 -0.005 -0.044
H 2.95021 1.25750 2.30410 0.010 -0.011 0.027
H 3.05098 -1.34580 0.73030 -0.005 -0.003 -0.029
H 4.06217 0.02893 0.29382 0.030 -0.067 -0.021
H 3.96814 2.07414 0.28238 0.039 -0.005 -0.037
H 4.70930 3.61377 -1.26266 0.017 -0.046 -0.013
H 3.77804 4.18761 -3.34032 -0.017 0.015 0.000
H 1.62473 3.62946 -4.10334 -0.012 0.025 0.009
H -0.09208 2.60287 -2.95675 0.008 -0.019 -0.017
H -1.47462 3.11227 -1.29704 0.054 0.013 0.015
H -2.05125 2.21323 0.09580 -0.062 0.042 -0.025
H -1.88530 1.30916 -2.80654 -0.003 0.064 0.006
H -3.30389 1.45554 -1.78131 -0.001 -0.043 -0.073
C -0.92948 -3.47790 -4.96754 0.044 -0.023 0.019
C -0.25094 -3.01854 -3.70785 -0.089 0.018 -0.027
C 0.54144 -1.87984 -3.67725 0.025 0.028 0.001
C 1.08490 -1.45806 -2.47293 0.031 0.012 -0.002
N 0.89250 -2.09099 -1.31852 -0.010 -0.303 -0.069
C 0.16110 -3.20689 -1.35481 -0.020 0.051 0.001
C -0.42523 -3.69973 -2.50667 -0.010 -0.019 -0.001
H -0.59701 -2.90243 -5.82994 0.010 -0.006 0.000
H -2.01093 -3.35973 -4.87845 -0.002 0.003 0.001
H -0.73245 -4.53361 -5.15774 0.006 0.004 0.001
H 0.72812 -1.31045 -4.57958 -0.003 -0.002 0.007
H 1.69875 -0.56461 -2.42837 -0.040 0.021 0.000
H 0.03520 -3.72458 -0.40966 -0.035 0.031 0.005
H -1.02040 -4.60414 -2.46495 0.001 0.008 -0.001



3.
45
Properties=species:S:1:pos:R:3:forces:R:3 method="wB97M-V/def2-TZVPD" e_above_lowest_ev=0.1606 spin_multiplicity=4 s_squared=3.774 homo_ev="-22.16 / -22.16" charge=+4
N -0.76094 -2.98108 -0.64640 -0.088 -0.284 -0.362
C -1.10938 -3.93666 -1.19421 0.335 0.588 0.018
C -1.45389 -5.11281 -1.95539 -0.082 -0.272 0.029
H -0.60747 -5.33631 -2.61643 -0.228 -0.157 0.113
H -2.35307 -4.92704 -2.55232 0.120 -0.113 0.119
H -1.63080 -5.93191 -1.24852 0.002 -0.022 -0.314
N -2.03695 1.92729 0.87723 -1.953 0.992 1.725
C -2.88886 2.47117 1.45090 0.430 1.055 0.200
C -3.78562 3.37918 2.11657 -0.259 -0.484 -0.224
H -4.77979 3.26231 1.66591 -0.035 0.179 0.104
H -3.39931 4.39869 1.96410 -0.064 -0.091 0.022
H -3.84491 3.14448 3.18511 0.035 0.006 0.015
N 2.51480 2.37130 -0.72595 0.860 -0.718 -0.354
C 3.54241 2.07326 -1.17793 -0.923 0.482 0.117
C 4.79876 1.72693 -1.83994 0.337 0.052 -0.037
H 5.65671 1.99125 -1.20122 -0.336 -0.175 -0.145
H 4.90151 2.30328 -2.77378 -0.143 -0.197 0.313
H 4.81448 0.64915 -2.07206 0.072 0.444 0.118
Re -0.67031 0.94231 0.05819 -0.649 -0.568 -6.186
C 0.62126 1.49499 1.36679 5.272 1.574 5.454
O 1.38291 1.76822 2.21405 -3.599 -1.130 -3.941
C -1.34721 -0.65829 0.87398 -2.339 -6.098 4.201
O -1.82745 -1.59781 1.39772 2.123 4.947 -2.512
C -1.90987 -0.19926 -1.91297 -0.647 0.286 -0.183
C -0.61119 -0.38854 -2.41435 0.473 -0.448 0.279
C 0.26597 0.68822 -2.46656 0.499 0.676 0.407
C -0.20254 1.99348 -2.14673 0.195 0.395 -0.363
C -1.59470 2.21290 -1.96448 0.731 0.341 0.239
C -2.44610 1.10536 -1.84383 -0.033 -0.382 0.585
H -2.53290 -1.06878 -1.71841 -0.050 0.143 -0.163
H -0.31889 -1.37837 -2.75655 0.151 0.075 0.377
H 1.32000 0.55768 -2.72385 -0.337 0.044 0.025
H 0.49666 2.83403 -2.19243 -0.206 -0.254 0.082
H -1.96809 3.23336 -1.83854 0.071 -0.293 -0.167
H -3.50550 1.24090 -1.64099 0.093 -0.032 0.024
N 1.75983 -1.84941 2.60207 0.334 -0.288 -0.321
C 1.47855 -2.73098 1.42398 0.002 -0.841 0.542
C 1.89312 -1.92109 0.19755 -0.730 2.939 1.786
O 2.28334 -2.58862 -0.78055 0.304 -0.265 -0.870
O 1.84701 -0.65374 0.32438 -0.258 -2.258 -1.122
H 2.77823 -1.82598 2.70159 0.124 0.435 0.412
H 1.37283 -2.20001 3.48415 -0.099 -0.140 -0.017
H 1.41010 -0.90276 2.39198 0.413 -0.276 0.260
H 2.04151 -3.66301 1.51710 -0.029 0.075 0.057
H 0.41465 -2.97217 1.40842 0.112 0.057 -0.343



4.
14
Properties=species:S:1:pos:R:3:forces:R:3 method="wB97M-V/def2-TZVPD" e_above_lowest_ev=3.0417 homo_ev=-8.51 smiles="C=C(O)/C=C/C" charge=0
C 1.86611 -0.06093 -0.98343 0.041 0.021 -0.049
C -1.34827 0.28987 0.42229 0.018 -0.071 0.117
C -0.41724 0.93647 -0.34198 0.069 -0.071 -0.014
C 0.80900 0.29842 0.01962 -0.347 -0.171 0.078
C -0.76692 -0.93611 0.86012 0.175 0.309 -0.103
O -2.56487 0.78209 0.80426 0.123 -0.114 -0.022
H -3.12165 0.05161 1.09642 0.079 0.050 -0.026
H -0.56307 1.65880 -1.13632 0.003 -0.032 0.014
H 1.15358 0.40651 1.03885 -0.063 -0.014 -0.006
H -0.50089 -1.67759 0.12050 0.022 0.071 -0.037
H -0.98487 -1.34155 1.85056 -0.033 0.015 -0.036
H 2.65118 -0.67914 -0.54586 -0.052 0.035 -0.014
H 2.34094 0.85504 -1.35934 -0.043 -0.053 0.040
H 1.44697 -0.58349 -1.84569 0.009 0.025 0.057